[1]
DFT (ωB97M-V with the def2-TZVPD basis set) results for 3 unconnected molecules or ions with the total composition C4H11NO2 at a distorted geometry.

Results
* LUMO (spin up / spin down): 3.2 / 3.1 eV
* 2S+1: 2
* energy relative to the best compared isomer or geometry (same formula, charge and spin): 53.6 kcal/mol
* frontier orbital gap (spin up / spin down): 2.80 / 5.48 eV
* HOMO (spin up / spin down): 0.417 / -2.365 eV
* DFT total energy: -9909.1143 eV
* net charge: -1

Last column: Löwdin spin population.
Element x y z (Å)
O1 -3.01908 2.32717 0.82779  0.010
H1 -0.60505 -5.34454 -0.18651  0.002
C1 0.34845 0.38983 -0.25232  0.143
O2 -0.46017 -4.44101 -0.48888  0.016
H2 0.38391 -4.19678 -0.08202  0.004
H3 3.50776 1.80509 -0.19920  0.032
N1 -0.29013 -0.41845 -1.26329  0.021
H4 -1.09462 -0.86640 -0.81084  0.008
H5 -3.50637 3.15549 0.85929  0.001
H6 0.24758 1.07534 1.79223  0.035
H7 -1.29733 0.36460 1.09341  0.027
H8 2.54157 1.46126 1.30624  0.042
H9 0.31479 -1.20946 -1.45229  0.009
H10 -2.82931 2.16805 -0.10971  0.001
H11 1.72243 0.99117 -1.67862  0.002
C2 2.61340 1.36804 0.23595  0.281
C3 -0.21588 0.49766 1.00893  0.201
C4 1.63803 0.87295 -0.60017  0.164

Atoms 1-2, force components in eV/Å:
O -0.3 0.0 -0.2
H -0.1 0.1 0.0

---

[2]
DFT (ωB97M-V with the def2-TZVPD basis set) results for a gas-phase ion, C4H9NOS (charge -2) at a distorted geometry.

Results
* LUMO: 6.3 eV
* energy relative to the best compared isomer or geometry (same formula, charge and spin): 23.1 kcal/mol
* SMILES string: CN[C@H](C[O-])C[S-]
* frontier orbital gap: 5.28 eV
* HOMO: 1.003 eV
* DFT total energy: -18663.7882 eV
* net charge: -2

Last column: natural (NBO) charge in e.
Element x y z (Å)
H1 1.41681 -0.64275 -1.42529  0.071
H2 0.38919 -2.10395 -1.11679  0.072
O1 -0.54084 -0.52105 -2.03393  -0.997
H3 1.54368 1.80893 -0.91591  0.143
N1 0.73107 0.71629 0.68967  -0.687
C1 0.60544 1.73371 -0.34142  -0.424
H4 0.76856 -1.36388 0.90812  0.144
H5 -1.92032 -0.20496 0.21724  0.197
H6 -0.19983 1.51003 -1.04095  0.233
S1 -1.54851 -0.39375 2.60718  -0.838
C2 -1.25239 -0.81753 0.81472  -0.502
H7 -1.43843 -1.88199 0.70539  0.172
C3 0.20208 -0.59101 0.36361  -0.087
C4 0.38569 -0.98620 -1.14132  -0.028
H8 0.40917 1.01492 1.60200  0.381
H9 0.44863 2.72319 0.10766  0.150

Atoms 1-2, force components in eV/Å:
H 0.2 -0.3 0.2
H 0.3 -0.2 0.0

---

[3]
DFT (ωB97M-V with the def2-TZVPD basis set) results for 2 unconnected molecules or ions with the total composition C5H15N3 at a distorted geometry.

Results
* LUMO: 0.9 eV
* energy relative to the best compared isomer or geometry (same formula, charge and spin): 47.9 kcal/mol
* SMILES string: C=NCC.NCCN
* frontier orbital gap: 10.25 eV
* HOMO: -9.339 eV
* DFT total energy: -9897.0753 eV
* net charge: 0

Last column: natural (NBO) charge in e.
Element x y z (Å)
H1 1.29727 0.16697 0.66082  0.192
H2 1.34418 -1.96029 2.73721  0.162
H3 0.63139 0.15557 -2.90011  0.211
H4 -1.01701 -0.22198 -3.49972  0.213
N1 1.87220 -2.61271 0.73528  -0.845
H5 2.52245 -3.38990 1.05607  0.362
C1 1.71636 -1.56028 1.78654  -0.219
H6 -0.13232 -0.85998 0.86564  0.160
C2 -0.41542 0.11773 -2.60408  -0.609
H7 2.72489 -1.13529 1.96311  0.191
H8 -0.45292 -0.10751 3.03528  0.358
N2 0.33867 0.34225 2.53100  -0.844
C3 0.77624 -0.45149 1.38086  -0.226
C4 -0.86808 1.45954 -2.10503  -0.268
H9 -1.75719 2.90419 -0.14033  0.141
H10 0.03139 1.27561 2.18542  0.361
H11 -3.40132 2.11601 -0.00057  0.172
H12 -0.46150 -0.67001 -1.77619  0.210
H13 -0.08798 1.92775 -1.46623  0.174
H14 -0.90711 2.10679 -3.00620  0.199
N3 -2.22253 1.32337 -1.49101  -0.377
C5 -2.46974 2.15991 -0.52556  -0.067
H15 0.93810 -3.08626 0.57780  0.349

Atoms 1-2, force components in eV/Å:
H -0.1 0.4 -0.1
H 0.1 -0.1 0.1

---

[4]
DFT (ωB97M-V with the def2-TZVPD basis set) results for a molecular structure, C4H31N2O12 at a distorted geometry.

Results
* LUMO: 2.7 eV
* energy relative to the best compared isomer or geometry (same formula, charge and spin): 0.0 kcal/mol
* frontier orbital gap: 8.67 eV
* HOMO: -6.001 eV
* DFT total energy: -32202.7981 eV
* net charge: -1

Last column: natural (NBO) charge in e.
Element x y z (Å)
H1 -2.05773 -0.26971 2.81937  0.394
H2 -3.69778 0.25496 -1.14544  0.457
H3 -1.05442 2.63186 -2.42400  0.463
H4 -0.05454 0.87994 -2.15360  0.151
H5 -0.39936 -3.79152 0.13561  0.470
O1 -0.47472 3.39014 -2.52142  -0.986
H6 3.57110 0.51276 0.40694  0.483
O2 2.75264 0.20489 -3.30575  -0.937
O3 -2.37289 1.98266 0.28307  -1.152
H7 2.11291 0.34875 0.27838  0.497
O4 2.87111 -0.01662 0.77739  -0.976
H8 1.11319 -2.04447 -1.37997  0.465
H9 2.47754 -0.30258 -2.54322  0.474
H10 0.37073 -1.26896 4.16916  0.175
H11 0.91829 -0.47194 -1.81332  0.116
H12 0.56842 -1.70418 0.51998  0.187
H13 -1.03001 -1.27224 0.64146  0.169
O5 -0.00346 -4.53346 -0.34336  -0.922
H14 -0.57109 3.87087 -1.69199  0.508
H15 -3.12055 2.36926 -0.18036  0.453
H16 1.60607 2.82459 -2.30059  0.485
C1 -0.04086 -0.04006 -1.56880  0.109
O6 2.12280 -0.99086 3.20136  -0.754
H17 2.40613 -0.70508 2.31041  0.498
C2 0.74164 -1.29659 3.14479  -0.050
H18 -0.71179 4.18158 0.84297  0.468
H19 0.16109 -4.03474 -1.15474  0.456
H20 1.99303 0.61136 -3.70930  0.466
O7 -3.12919 -0.18752 -0.51581  -1.097
H21 1.65903 -3.40276 -1.13349  0.463
H22 -1.46966 1.12307 2.26843  0.382
H23 -1.88914 -0.71817 -1.31696  0.514
N1 -1.20245 0.25789 2.71641  -0.873
N2 0.12088 0.28234 -0.15523  -0.704
O8 1.92442 -2.54240 -1.47807  -0.935
O9 -1.07990 -0.89439 -1.90309  -0.799
O10 2.24578 2.84164 -1.58121  -0.961
C3 0.01993 -0.29698 2.22781  -0.100
H24 0.60067 -2.34999 2.85756  0.135
C4 -0.02491 -0.83006 0.78512  -0.261
H25 -1.08056 2.87120 0.14864  0.507
H26 1.79678 2.42076 -0.84274  0.470
H27 -2.77848 -2.20219 1.65215  0.453
H28 0.74063 0.52163 2.16246  0.206
H29 -3.69135 -1.35023 0.89395  0.502
H30 -0.52154 0.99692 0.14473  0.397
H31 -2.76383 0.76142 0.13294  0.513
O11 -0.48061 3.68414 0.05248  -1.019
O12 -3.43202 -1.50724 1.79496  -0.960

Atoms 1-2, force components in eV/Å:
H 0.4 -0.6 -0.4
H -0.2 -0.1 -0.3

---

[5]
DFT (ωB97M-V with the def2-TZVPD basis set) results for C3H6N2O2 in the gas phase at a distorted geometry.

Results
* LUMO: 0.7 eV
* energy relative to the best compared isomer or geometry (same formula, charge and spin): 31.1 kcal/mol
* SMILES string: [H]/N=C\NC(=O)OC
* frontier orbital gap: 10.77 eV
* HOMO: -10.113 eV
* DFT total energy: -10283.4479 eV
* net charge: 0

Last column: natural (NBO) charge in e.
Element x y z (Å)
O1 1.15134 -0.78168 0.04150  -0.610
H1 -1.62618 -1.83584 -2.14641  0.194
H2 2.10880 0.59194 1.54731  0.366
C1 0.44379 1.52215 1.72369  0.272
C2 0.05965 -0.29325 0.11042  0.894
C3 -0.70308 -1.32450 -1.89434  -0.262
H3 -0.12039 2.30107 2.22937  0.167
H4 0.07655 -2.04635 -1.63934  0.209
N1 -0.37049 0.71799 0.92260  -0.661
N2 1.65050 1.37506 2.00562  -0.642
O2 -0.97663 -0.48429 -0.77649  -0.538
H5 -0.36106 -0.71558 -2.73544  0.186
H6 -1.33280 0.97328 0.61151  0.426

Atoms 1-2, force components in eV/Å:
O 0.0 -0.5 0.2
H 0.0 0.0 0.0

---

[6]
DFT (ωB97M-V with the def2-TZVPD basis set) results for 5 unconnected molecules or ions with the total composition C2H12NO6 at a distorted geometry.

Results
* LUMO: 3.3 eV
* energy relative to the best compared isomer or geometry (same formula, charge and spin): 22.0 kcal/mol
* frontier orbital gap: 9.04 eV
* HOMO: -5.691 eV
* DFT total energy: -16045.8607 eV
* net charge: -1

Last column: natural (NBO) charge in e.
Element x y z (Å)
O1 2.71512 1.77258 -1.21103  -0.946
O2 -0.50655 -2.17195 -0.58111  -0.749
H1 -2.18011 -1.25797 -1.50246  0.484
H2 2.20099 1.68733 -0.45167  0.466
C1 -0.53638 -1.15758 0.16126  0.879
O3 -1.21021 1.72572 -1.16088  -0.987
H3 2.72035 0.00039 0.45847  0.189
O4 -1.57826 -0.48040 0.49581  -0.878
H4 -1.23204 0.25868 2.12087  0.506
O5 -0.97383 0.94600 2.76021  -0.984
O6 -3.04505 -1.37590 -1.78482  -0.959
H5 -3.30955 -0.99755 -0.96263  0.466
H6 2.31179 -1.31427 -0.60728  0.199
H7 0.50382 0.39051 1.03423  0.377
C2 2.02581 -0.80310 0.33043  -0.414
N1 0.65934 -0.44534 0.50221  -0.710
H8 2.51987 -1.49639 0.94004  0.163
H9 -0.07378 0.71054 3.05962  0.450
H10 -2.09085 1.41875 -1.41510  0.468
H11 2.18144 1.33663 -1.91822  0.482
H12 -1.10191 1.25336 -0.26794  0.499

Atoms 1-2, force components in eV/Å:
O 0.9 0.0 -3.0
O 0.5 1.2 1.5

---

[7]
DFT (ωB97M-V with the def2-TZVPD basis set) results for C5H5NO in the gas phase at a distorted geometry.

Results
* LUMO: 0.4 eV
* energy relative to the best compared isomer or geometry (same formula, charge and spin): 60.6 kcal/mol
* SMILES string: O=C1C=C[C@@H]2CN12
* frontier orbital gap: 10.20 eV
* HOMO: -9.809 eV
* DFT total energy: -8800.7905 eV
* net charge: 0

Last column: natural (NBO) charge in e.
Element x y z (Å)
N1 0.22536 -0.96191 -0.66776  -0.435
H1 -1.05926 -2.39023 0.44413  0.219
C1 1.37174 -0.18212 -0.28497  0.652
H2 1.65303 2.21674 -0.02707  0.254
C2 -0.62976 -1.36943 0.38520  -0.216
H3 -1.19952 1.99047 0.45036  0.231
H4 -0.35708 -1.02769 1.34365  0.193
H5 -1.82699 -0.01058 -1.19818  0.226
C3 -0.53960 1.24942 0.02785  -0.174
C4 0.85057 1.27773 -0.01455  -0.308
C5 -0.95553 -0.17603 -0.44022  -0.111
O1 2.46705 -0.61635 -0.01843  -0.532

Atoms 1-2, force components in eV/Å:
N 0.9 0.6 -1.5
H 0.0 0.9 -0.7